No. 1
C32H35I2KN4O5 as an isolated structure, computed with ωB97M-V/def2-TZVPD.

The value obtained for the HOMO energy is -2.28 eV. The largest force on an atom is 1.66 eV Å⁻¹. The calculation puts the relative energy (zero: lowest compared OMol25 entry of this formula, charge and spin) at 31.70 kcal/mol. The value obtained for the HOMO-LUMO gap is 5.837 eV. Its total energy is -3031.10623 a.u.

```
! RIJCOSX wB97M-V def2-TZVPD def2/J DEFGRID3
* xyz -2 1
H 2.539 -3.998 2.796
C 2.014 1.940 3.482
H -1.623 -2.813 4.535
O -2.977 -2.073 -2.345
C -0.255 -0.014 -3.535
O -1.063 -1.535 -1.266
H 0.951 5.249 -4.578
C 2.281 2.972 4.363
C -0.096 3.272 4.607
O 0.525 0.489 2.331
N 1.210 -2.388 2.938
C -1.244 2.521 -1.539
C -1.989 -2.835 3.515
H -2.574 -4.907 0.905
C -0.080 3.995 -3.174
C 2.376 -3.264 -1.354
H -0.005 0.690 -6.842
C -2.066 -0.331 3.581
H 2.756 -1.702 0.805
C 2.154 -3.648 0.109
C 2.304 4.010 -3.398
C -0.371 2.243 3.718
H -2.897 3.660 -2.354
H 3.451 -3.276 -1.563
O -1.288 1.973 -0.442
C -2.502 -4.001 1.494
K -0.061 0.100 0.116
H -2.672 -1.997 -4.791
H -1.888 -4.966 3.320
H -2.956 -2.695 -0.159
H 1.181 -1.376 2.785
H 0.186 0.274 -2.585
H 3.300 3.246 4.598
H 1.918 -4.026 -1.997
H 3.268 -2.449 3.180
I 3.625 0.920 2.613
H 0.846 -1.905 -1.426
C -1.383 -0.716 -5.967
O 1.408 1.606 -0.859
C -1.857 2.059 3.359
N 1.858 -1.918 -1.575
C -1.833 -1.581 -2.272
C 2.916 -2.745 1.084
H 2.016 -1.589 -2.519
H -2.747 -0.278 4.441
C 1.278 2.515 -1.721
C 0.200 0.586 -4.706
C 2.424 3.062 -2.417
H 0.471 -2.778 2.362
H 2.456 -4.691 0.262
C 2.519 -2.929 2.549
C 0.699 1.485 3.112
H -2.135 2.864 2.676
C -2.740 -2.769 0.904
H 3.991 -2.943 0.977
C -2.277 -1.640 2.855
H -3.284 2.000 -1.852
H -1.892 0.738 1.840
H -1.056 4.357 -3.484
H -1.825 -0.992 -6.918
H 3.394 2.676 -2.119
H -2.387 2.295 -3.367
H 3.197 4.387 -3.889
C 1.039 4.498 -3.801
C -2.119 -4.028 2.829
H 0.977 1.344 -4.653
N -2.310 0.824 2.752
C 1.204 3.636 4.931
C -1.289 -0.948 -3.562
H -1.048 -0.365 3.988
C -1.854 -1.287 -4.789
H -0.930 3.813 5.046
N -2.648 -1.611 1.574
I 1.547 5.185 6.315
H -2.435 2.219 4.274
H 1.075 -3.593 0.307
C -2.538 2.626 -2.337
C -0.358 0.228 -5.927
C -0.008 3.041 -2.143
*
```

Atom-resolved charges from Mulliken, all expressed in e: 0.357 -0.315 0.308 -0.877 0.615 -0.564 0.352 -0.487 -0.688 0.385 -0.349 0.520 -0.648 0.416 -0.369 -0.865 0.390 -0.469 -0.146 -0.318 -0.272 1.277 0.431 0.419 -0.571 -0.795 1.321 0.454 0.351 0.538 0.239 0.544 0.373 0.400 0.430 -0.092 -0.212 -0.515 -0.329 -1.725 -0.095 -0.088 0.123 0.219 0.472 -0.119 -0.924 -0.817 0.065 0.403 -1.068 -0.372 0.417 -0.258 0.309 0.650 0.344 -0.026 0.263 0.354 0.375 0.383 0.341 -0.857 -0.201 0.278 -0.099 -0.389 -0.032 0.128 -0.411 0.365 -0.373 -0.079 0.545 0.002 -1.741 -0.518 0.922


No. 2
C32H35MnN3O11P2S as an isolated structure, computed with ωB97M-V/def2-TZVPD.

The value obtained for the HOMO energy (alpha / beta) is -13.92 / -13.92 eV. The largest force on an atom is 6.07 eV Å⁻¹. The value obtained for the HOMO-LUMO gap (alpha / beta) is 5.147 / 5.917 eV. Its total energy is -4463.78822 a.u.

```
! RIJCOSX wB97M-V def2-TZVPD def2/J DEFGRID3
* xyz 2 2
H -1.527 -2.915 -4.715
H -2.325 5.992 -2.592
C 3.618 -1.761 -1.601
C 2.668 1.393 2.288
H 4.547 -1.419 -1.148
C -0.105 -4.553 2.160
C 1.447 1.182 0.046
C 1.789 3.365 1.205
H -1.208 -2.295 4.417
C 2.604 -2.055 -0.508
H 4.152 1.334 -0.082
H 3.965 -3.206 0.677
O -1.758 -0.492 0.000
N -3.051 1.165 2.105
C -0.751 -2.507 1.061
C -3.808 0.264 1.482
H 0.274 -5.564 2.096
P -1.968 4.257 -1.317
H 3.809 -2.669 -2.169
C -1.199 -2.325 -2.690
H 2.078 1.918 -4.530
H -1.757 2.606 1.715
C -0.898 -1.709 -0.223
C 3.158 2.194 3.311
C -0.437 -4.011 3.392
H -3.816 -4.997 -1.761
H 2.955 -4.168 -0.426
O -3.621 4.085 -1.330
O -2.975 1.935 -0.402
H -0.020 -4.241 0.039
H 1.265 3.815 0.370
H -2.741 -3.680 0.000
C -2.481 -3.496 -1.034
N -1.783 1.590 1.669
H 3.708 1.739 4.124
C 1.288 -0.352 0.383
O 1.300 -2.166 -1.083
H 4.541 1.931 -4.297
C -2.758 -4.033 -3.359
C 1.981 1.983 1.235
H -1.063 1.228 2.287
C 2.536 1.787 -3.559
C -0.929 -2.718 3.461
S -3.341 -0.846 0.238
H 0.255 -0.450 -1.530
H 0.655 1.665 -2.544
O -1.759 5.689 -1.863
C 1.731 1.614 -2.442
H 3.367 4.183 4.080
C 2.969 -3.317 0.253
Mn -1.356 1.933 -0.381
P -4.193 2.988 -0.325
H -1.460 -0.963 2.364
C -1.522 -2.528 -1.348
O -3.996 3.614 1.121
H 2.256 -3.481 1.053
H -3.274 4.270 1.135
C 3.695 1.452 -1.055
O -1.539 4.110 0.127
C -1.076 -1.970 2.303
C 2.283 4.153 2.230
C 3.915 1.795 -3.427
O 0.132 1.622 -0.186
H -3.225 -4.616 -4.140
C -1.806 -3.077 -3.683
C 2.312 1.420 -1.191
H 0.795 -0.396 1.362
H 2.850 0.327 2.298
H -0.468 -1.587 -2.988
H -3.533 1.785 2.744
H 3.239 -0.997 -2.278
C 4.491 1.639 -2.174
O -5.483 2.377 -0.532
C 0.472 -1.116 -0.685
H 2.149 5.225 2.192
C 2.969 3.567 3.286
N -5.060 0.107 1.882
C -0.269 -3.812 0.999
O -1.377 3.128 -2.125
H -0.312 -4.594 4.294
H 5.567 1.655 -2.065
H -5.518 0.768 2.492
C -3.091 -4.241 -2.030
O 2.522 -0.973 0.432
H -5.668 -0.548 1.409
*
```

Atom-resolved charges from Mulliken, all expressed in e: 0.482 0.379 -1.697 -0.321 0.342 -0.763 1.558 -0.614 0.483 1.064 0.517 0.436 0.639 -0.431 0.401 0.770 0.499 1.006 0.528 -0.647 0.508 0.516 1.977 -0.901 -0.760 0.489 0.383 -0.366 -0.322 0.606 0.454 0.545 -0.063 -0.164 0.497 -0.120 -0.273 0.443 -0.651 -0.345 0.379 -1.006 -1.398 -0.176 0.859 0.220 -0.530 -0.284 0.437 -1.654 1.354 0.779 0.328 -0.067 -0.553 0.317 0.511 -0.233 -0.701 -0.192 -0.862 -0.792 0.068 0.451 -0.986 0.154 0.912 0.606 0.362 0.336 0.259 -0.724 -0.634 -1.055 0.487 -0.748 -0.366 -0.485 -0.427 0.461 0.487 0.235 -1.179 -0.266 0.233


No. 3
A 2-piece molecular cluster, C32H35N2O5 overall, computed with ωB97M-V/def2-TZVPD.

The value obtained for the HOMO energy is -3.49 eV. The largest force on an atom is 3.23 eV Å⁻¹. The value obtained for the HOMO-LUMO gap is 3.206 eV. Its total energy is -1726.03387 a.u.

```
! RIJCOSX wB97M-V def2-TZVPD def2/J DEFGRID3
* xyz -1 1
H -3.560 0.311 4.788
C 3.457 -1.578 3.099
H 2.496 4.375 -2.872
H -1.670 4.253 -3.397
C 4.553 0.115 1.690
N 8.031 3.387 -3.146
H 5.779 0.709 -3.607
H -3.408 2.817 -4.038
H 3.640 0.459 -0.234
C -2.320 -1.870 -0.180
C 2.441 -1.690 2.168
H -1.797 3.838 -1.670
C -2.796 -1.686 1.209
C -3.346 -2.239 -1.298
C -1.816 -1.314 2.247
C -0.514 -1.115 1.877
C 4.468 -0.613 2.904
H 1.382 -0.462 -0.884
O -0.882 2.403 -2.859
H -2.769 1.026 3.355
C 5.050 1.505 -3.440
H -1.945 -3.287 -2.590
C 6.891 3.125 -3.189
C -1.090 -0.755 4.623
H -0.618 -1.786 -1.473
H -2.334 -3.165 4.241
H -3.878 -2.511 3.638
H 3.353 0.165 -3.431
H -4.014 3.448 -2.514
C -2.280 -1.066 3.705
H -3.331 1.808 -2.572
O -4.015 -1.792 1.491
C -2.654 -2.452 -2.648
C 2.398 -0.858 0.991
H -3.420 -4.362 -0.836
H -0.576 0.164 4.311
N 5.310 -0.276 3.995
C -3.229 2.829 -2.957
H -5.090 -1.369 -2.252
C 0.374 2.924 -2.727
C 3.569 -0.055 0.731
C 3.214 3.586 -3.070
C -3.004 -2.298 4.259
C -4.111 -3.522 -0.950
H -4.654 -3.384 -0.013
O 5.178 -0.924 5.058
H -4.130 -0.104 3.146
H 4.926 4.894 -3.047
H 3.488 -2.187 4.004
H -1.432 -0.603 5.656
H -3.323 -2.101 5.291
C 1.399 1.907 -2.855
H 1.655 -2.430 2.335
H -3.900 -0.165 -1.689
H -3.401 -2.693 -3.418
H -0.373 -1.586 4.625
H 0.205 -0.799 2.636
H -4.826 -3.754 -1.749
C 5.496 2.829 -3.255
C 1.253 -0.822 0.137
C 2.729 2.232 -3.133
O 6.130 0.658 3.874
C -0.053 -1.228 0.526
C 3.704 1.202 -3.374
O 0.525 4.138 -2.529
H 1.073 0.878 -2.808
C -1.870 3.434 -2.690
H 5.390 0.802 1.552
C -4.382 -1.120 -1.451
H -4.932 -1.003 -0.514
C -1.001 -1.642 -0.461
C -3.249 0.124 3.752
C 4.561 3.867 -3.127
H -2.123 -1.548 -2.970
*
```

Atom-resolved charges from Mulliken, all expressed in e: 0.438 -0.519 0.512 0.315 -0.539 -0.641 0.379 0.288 0.490 -0.136 -0.311 0.310 1.822 2.168 -0.749 -0.638 0.029 0.398 -0.255 0.336 -0.613 0.392 0.131 -2.036 0.568 0.363 0.338 0.342 0.392 2.192 -0.313 -0.782 -2.018 0.419 0.357 0.393 0.929 -0.551 0.529 0.323 -0.594 -0.678 -1.748 -1.841 0.366 -0.603 0.382 0.390 0.449 0.413 0.463 -0.501 0.575 -0.204 0.427 0.400 0.760 0.452 0.448 -0.943 0.737 -0.584 -0.204 -0.635 -0.741 0.308 -0.316 0.501 -1.306 0.371 -0.591 -1.689 -0.645 0.327